C19H18BrFIrN9O6 as an isolated structure. Source: the Open Molecules 2025 dataset; level of theory: ωB97M-V with the def2-TZVPD basis set.

```
! RIJCOSX wB97M-V def2-TZVPD def2/J DEFGRID3
* xyz 2 1
Ir -0.2663 -1.2602 -0.6527
Br -4.3414 0.0796 -5.1653
C -2.8863 0.2701 -4.0015
C -2.8333 1.3814 -3.1411
C -1.7948 1.5317 -2.2597
C -0.7301 0.6036 -2.2371
C -0.7778 -0.4831 -3.1377
C -1.8641 -0.6485 -4.0082
N 0.3064 0.5550 -1.3038
C 0.2176 1.4494 -0.1963
C 1.7707 0.1318 1.0887
C 2.9066 0.1664 1.8975
C 3.3228 -0.9747 2.5268
C 2.5867 -2.1531 2.3552
C 1.5089 -2.1251 1.5202
N 1.1130 -1.0038 0.8585
H -3.6310 2.1109 -3.1719
H -1.7909 2.3908 -1.6012
H 0.1191 -1.0691 -3.2781
H -1.8713 -1.4629 -4.7195
H 0.1898 2.4982 -0.5066
H 3.4149 1.1127 2.0088
H 4.2007 -0.9618 3.1576
H 2.8575 -3.0699 2.8563
H 0.9168 -3.0092 1.3347
N -1.5210 -3.0747 -0.6725
N -0.7521 -4.1368 -1.1976
C 0.4933 -3.8987 -1.7013
N 1.1259 -4.9129 -2.2533
N 0.9462 -2.6352 -1.5629
N 2.2838 -2.3064 -1.9082
O 2.5708 -1.1659 -1.7223
O 2.9981 -3.1647 -2.3752
H -1.9150 -3.3450 0.2279
H -2.2911 -2.8622 -1.3090
H -1.2082 -5.0256 -1.3513
H 0.7045 -5.8263 -2.3121
H 2.0742 -4.7757 -2.5853
F -0.1010 6.4112 2.7145
C -0.1417 5.0977 2.8389
C -0.9227 4.3520 2.0603
N -0.9431 2.9641 2.1977
C -1.8202 2.0966 1.4513
C -1.0588 1.1172 0.6019
O -1.5287 -0.0045 0.3734
O 1.3934 1.3255 0.5833
C -0.1750 2.3042 3.1342
O -0.2092 1.0841 3.1959
N 0.5820 3.1005 3.9355
C 0.7085 4.5052 3.8829
O 1.4330 5.0957 4.6252
H -1.5665 4.7887 1.3103
H -2.4834 2.6834 0.8107
H -2.4463 1.5132 2.1300
H 1.1258 2.6352 4.6534
*
```

Gap between HOMO and LUMO = 7.39 eV
LUMO = -6.79 eV
Energy relative to the best compared isomer or geometry (same formula, charge and spin) = 152.7 kJ/mol
HOMO level = -14.2 eV
Molar mass = 759.529 g/mol

Charges computed using Löwdin, reported in e: number 1, Ir, carries 1.385; number 2, Br, carries 0.848; number 3, C, carries -0.684; number 4, C, carries -0.067; number 5, C, carries -0.003; number 6, C, carries -0.304; number 7, C, carries -0.064; number 8, C, carries -0.105; number 9, N, carries -0.051; number 10, C, carries -0.272; number 11, C, carries -0.300; number 12, C, carries 0.054; number 13, C, carries 0.008; number 14, C, carries -0.016; number 15, C, carries -0.101; number 16, N, carries -0.011; number 17, H, carries 0.121; number 18, H, carries 0.117; number 19, H, carries 0.101; number 20, H, carries 0.115; number 21, H, carries 0.183; number 22, H, carries 0.145; number 23, H, carries 0.134; number 24, H, carries 0.126; number 25, H, carries 0.108; number 26, N, carries -0.020; number 27, N, carries 0.029; number 28, C, carries -0.359; number 29, N, carries 0.244; number 30, N, carries -0.032; number 31, N, carries -0.392; number 32, O, carries 0.123; number 33, O, carries 0.104; number 34, H, carries 0.138; number 35, H, carries 0.132; number 36, H, carries 0.174; number 37, H, carries 0.148; number 38, H, carries 0.118; number 39, F, carries 0.140; number 40, C, carries -0.184; number 41, C, carries 0.064; number 42, N, carries 0.001; number 43, C, carries -0.029; number 44, C, carries -0.228; number 45, O, carries -0.032; number 46, O, carries 0.071; number 47, C, carries -0.465; number 48, O, carries 0.093; number 49, N, carries 0.240; number 50, C, carries -0.365; number 51, O, carries 0.172; number 52, H, carries 0.151; number 53, H, carries 0.156; number 54, H, carries 0.161; number 55, H, carries 0.182

=====

C19H16O5 in the gas phase. Source: the Open Molecules 2025 dataset; level of theory: ωB97M-V with the def2-TZVPD basis set.

```
! RIJCOSX wB97M-V def2-TZVPD def2/J DEFGRID3
* xyz 0 1
C -1.9439 -1.8721 1.9982
C -1.6953 -1.0171 0.7882
C -0.3411 -0.7846 0.2955
C -0.1520 -0.1229 -0.8736
C -1.2530 0.4939 -1.6033
O -1.1063 1.0422 -2.8937
C -2.5578 0.4189 -1.0291
C -3.6520 1.0646 -1.5908
O -3.4870 1.8675 -2.6047
C -4.9404 0.9691 -1.1103
C -5.2112 0.1434 -0.0025
C -4.1573 -0.4466 0.6203
C -2.7620 -0.3850 0.1182
C 1.2212 0.1044 -1.3064
O 1.3994 0.4774 -2.4102
C 2.2588 0.4957 -0.2187
C 1.9877 -0.3290 0.9848
C 2.9944 -0.1598 1.9714
C 4.1795 0.6685 1.7811
O 4.9949 0.4952 2.6261
C 4.5658 1.1581 0.3165
C 3.7303 0.4925 -0.7206
O 4.2577 -0.9114 -0.8360
C 0.9058 -1.3249 1.0864
H -1.9512 -1.4226 2.9118
H -1.1944 -2.6500 2.0068
H -2.8620 -2.4502 1.9402
H -0.2535 0.7518 -3.2185
H -2.5226 1.8505 -2.8417
H -5.6356 1.7483 -1.4282
H -6.2034 0.0728 0.5006
H -4.4568 -0.8591 1.5894
H 2.0164 1.5803 0.0211
H 2.9536 -0.8457 2.8072
H 4.5227 2.2686 0.3724
H 5.5957 0.9235 -0.0077
H 3.8250 1.0871 -1.6745
H 5.1772 -0.9429 -1.0626
H 1.1944 -2.3117 0.5777
H 0.5583 -1.3386 2.1192
*
```

Gap between HOMO and LUMO = 7.18 eV
LUMO = -0.37 eV
Energy relative to the best compared isomer or geometry (same formula, charge and spin) = 266.7 kJ/mol
HOMO level = -7.5 eV
Molar mass = 324.332 g/mol

Charges computed using Löwdin, reported in e: number 1, C, carries -0.045; number 2, C, carries -0.126; number 3, C, carries -0.084; number 4, C, carries -0.055; number 5, C, carries -0.050; number 6, O, carries 0.055; number 7, C, carries -0.040; number 8, C, carries -0.317; number 9, O, carries 0.097; number 10, C, carries -0.011; number 11, C, carries -0.087; number 12, C, carries -0.042; number 13, C, carries -0.081; number 14, C, carries -0.292; number 15, O, carries 0.126; number 16, C, carries -0.126; number 17, C, carries -0.150; number 18, C, carries 0.053; number 19, C, carries -0.370; number 20, O, carries 0.101; number 21, C, carries -0.066; number 22, C, carries -0.279; number 23, O, carries -0.019; number 24, C, carries -0.049; number 25, H, carries 0.057; number 26, H, carries 0.076; number 27, H, carries 0.083; number 28, H, carries 0.092; number 29, H, carries 0.091; number 30, H, carries 0.123; number 31, H, carries 0.121; number 32, H, carries 0.102; number 33, H, carries 0.200; number 34, H, carries 0.121; number 35, H, carries 0.136; number 36, H, carries 0.129; number 37, H, carries 0.163; number 38, H, carries 0.072; number 39, H, carries 0.176; number 40, H, carries 0.117

=====

C10H9N5O3S in the gas phase. Source: the Open Molecules 2025 dataset; level of theory: ωB97M-V with the def2-TZVPD basis set.

```
! RIJCOSX wB97M-V def2-TZVPD def2/J DEFGRID3
* xyz 0 1
N -1.8646 -3.3618 -0.1796
C -2.5336 -2.1923 -0.0099
N -2.1518 -1.0139 -0.4635
C -3.0861 -0.1616 0.0414
S -3.1108 1.5428 -0.2789
C -1.4657 1.7495 -1.0613
C -0.4117 2.0972 -0.0289
O -0.5408 3.0242 0.7304
C 0.8310 1.2704 -0.0328
C 2.0317 1.9158 0.2697
C 3.2186 1.2130 0.2846
C 3.1965 -0.1505 0.0141
N 4.4318 -0.8978 0.0280
O 5.4549 -0.2895 0.2532
O 4.3689 -2.0890 -0.1898
C 2.0054 -0.8116 -0.2609
C 0.8225 -0.0994 -0.2923
N -4.0111 -0.7453 0.7637
N -3.6582 -2.0561 0.7256
H -2.3952 -4.2110 -0.0762
H -1.1928 -3.3631 -0.9295
H -1.2452 0.8533 -1.6323
H -1.5846 2.6072 -1.7250
H 2.0133 2.9722 0.4898
H 4.1587 1.6937 0.5080
H 2.0269 -1.8746 -0.4474
H -0.1123 -0.6097 -0.4771
H -4.1925 -2.7389 1.2359
*
```

Gap between HOMO and LUMO = 7.64 eV
LUMO = -0.90 eV
HOMO level = -8.5 eV
Molar mass = 279.281 g/mol

Charges computed using Löwdin, reported in e: number 1, N, carries 0.153; number 2, C, carries -0.444; number 3, N, carries 0.091; number 4, C, carries -0.713; number 5, S, carries 0.988; number 6, C, carries -0.363; number 7, C, carries -0.417; number 8, O, carries 0.099; number 9, C, carries -0.131; number 10, C, carries 0.009; number 11, C, carries 0.020; number 12, C, carries -0.145; number 13, N, carries -0.363; number 14, O, carries 0.086; number 15, O, carries 0.081; number 16, C, carries 0.020; number 17, C, carries -0.002; number 18, N, carries 0.031; number 19, N, carries 0.054; number 20, H, carries 0.099; number 21, H, carries 0.102; number 22, H, carries 0.065; number 23, H, carries 0.091; number 24, H, carries 0.123; number 25, H, carries 0.121; number 26, H, carries 0.117; number 27, H, carries 0.071; number 28, H, carries 0.154

=====

An isolated ion of composition C4H12N2O3P and charge -1. Source: the Open Molecules 2025 dataset; level of theory: ωB97M-V with the def2-TZVPD basis set.

```
! RIJCOSX wB97M-V def2-TZVPD def2/J DEFGRID3
* xyz -1 1
C 2.0275 0.0980 0.7253
C 0.5987 -0.5212 0.5149
N 0.5898 -1.8548 -0.0627
C -0.3791 0.4745 -0.1777
C 0.0180 0.8815 -1.5890
N -0.1931 1.6740 0.7747
P -2.1884 -0.0086 0.0377
O -3.1570 1.0093 -0.4721
O -2.2419 -0.5110 1.4258
O -2.1170 -1.3231 -0.9869
H 2.6356 -0.0746 -0.2043
H 1.9709 1.1861 0.9128
H 2.4695 -0.4240 1.5603
H 0.3527 -0.7727 1.5571
H 0.9707 -2.4875 0.6083
H 1.1445 -2.0415 -0.9208
H -0.4749 1.8827 -1.7722
H -0.3553 0.1660 -2.4062
H 1.1759 1.1379 -1.6614
H -1.0225 2.2469 0.7949
H -0.3665 1.1283 1.7043
H -1.4582 -1.8662 -0.3629
*
```

Gap between HOMO and LUMO = 8.36 eV
LUMO = 3.57 eV
Energy relative to the best compared isomer or geometry (same formula, charge and spin) = 9.3 kJ/mol
HOMO level = -4.8 eV
Molar mass = 167.125 g/mol

Charges computed using Löwdin, reported in e: number 1, C, carries -0.086; number 2, C, carries -0.444; number 3, N, carries 0.024; number 4, C, carries -0.550; number 5, C, carries -0.094; number 6, N, carries -0.010; number 7, P, carries 0.235; number 8, O, carries -0.368; number 9, O, carries -0.363; number 10, O, carries -0.267; number 11, H, carries 0.067; number 12, H, carries 0.058; number 13, H, carries 0.050; number 14, H, carries 0.119; number 15, H, carries 0.060; number 16, H, carries 0.094; number 17, H, carries 0.078; number 18, H, carries 0.088; number 19, H, carries 0.094; number 20, H, carries 0.041; number 21, H, carries 0.099; number 22, H, carries 0.073

=====

- The highest LUMO belongs to which entry?
  C4H12N2O3P

=====

- LUMO of number 3 (C10H9N5O3S)?
  -0.90 eV